[1]
38
Properties=species:S:1:pos:R:3:forces:R:3 method="wB97M-V/def2-TZVPD" homo_energy_ev="-20.2 / -20.2" energy_ha=-1569.030260 e_lumo_ev="-13.301 / -13.301" charge=+3
Ru 0.5160 0.1566 -0.5133 0.44 -0.35 0.09
C -2.1482 0.3512 0.7858 0.05 -0.04 -0.03
C -1.9696 1.5249 -0.1535 0.01 0.05 0.08
N -1.1609 1.0677 -1.3260 -0.20 0.08 0.01
C -2.0081 0.2245 -2.2637 0.11 -0.04 -0.02
C -1.2096 -0.8973 -2.8967 0.07 0.13 0.12
S -0.1803 -1.7109 -1.6310 -0.44 -0.26 -0.08
C -1.3681 -2.3927 -0.4070 -0.02 0.09 -0.09
C -0.9949 -1.8721 0.9699 0.05 0.11 0.02
N -0.8314 -0.3722 0.9551 -0.02 -0.03 -0.10
H -2.5099 0.6739 1.7612 -0.02 0.03 -0.02
H -2.8757 -0.3568 0.3970 -0.02 0.00 0.03
H -2.9373 1.9105 -0.4816 0.01 0.01 0.00
H -1.4293 2.3429 0.3242 -0.01 -0.01 0.01
H -0.8958 1.9058 -1.8405 0.04 -0.05 -0.04
H -2.8352 -0.1808 -1.6868 -0.03 0.01 -0.02
H -2.4403 0.8765 -3.0238 0.01 -0.02 -0.02
H -1.8416 -1.6421 -3.3817 -0.02 0.00 0.03
H -0.4893 -0.5455 -3.6388 -0.02 -0.01 -0.01
H -2.3797 -2.1189 -0.7008 0.00 -0.04 -0.04
H -1.2901 -3.4784 -0.4490 0.01 0.00 0.03
H -1.7529 -2.1427 1.7084 -0.01 -0.04 -0.02
H -0.0430 -2.2955 1.2958 -0.02 0.00 0.02
H -0.4793 -0.1108 1.8748 0.14 -0.03 -0.05
Cl 3.6426 -1.7354 3.3412 -0.05 0.10 -0.09
C 3.1042 -0.5917 2.2560 0.07 -0.15 0.16
C 3.2574 -0.8570 0.8544 -0.03 -0.03 -0.17
C 2.9219 0.1083 -0.0512 0.07 -0.07 0.09
C 2.2423 1.3033 0.3942 -0.03 0.35 0.17
C 1.6441 2.1360 -0.5466 -0.09 0.16 -0.09
C 2.0907 1.5278 1.8149 -0.05 -0.01 -0.03
C 2.5432 0.6155 2.7221 -0.05 0.06 0.06
H 3.7425 -1.7781 0.5543 0.00 0.01 -0.03
H 3.1935 -0.0062 -1.0991 0.02 0.00 0.01
H 1.9191 2.0575 -1.6013 0.06 0.01 0.03
H 1.1656 3.0640 -0.2533 -0.04 -0.03 0.00
H 1.6145 2.4436 2.1489 0.02 0.02 0.00
H 2.4730 0.7946 3.7876 0.00 0.00 0.00

[2]
66
Properties=species:S:1:pos:R:3:forces:R:3 method="wB97M-V/def2-TZVPD" homo_energy_ev=-3.3 energy_ha=-2056.388530 e_lumo_ev=2.123 charge=-1
C -2.6293 2.6898 1.2623 0.01 1.15 0.03
O -2.3664 1.5104 2.1126 -0.41 0.25 -1.78
C -2.2182 0.2823 1.3153 0.73 -0.53 -1.31
C -3.1570 -0.9650 1.8181 0.18 0.22 -0.99
C -2.9488 -2.3519 0.9071 -0.69 -0.16 1.22
C -1.4464 -2.9907 1.0317 -0.27 -0.93 0.26
C -0.6301 -3.1498 -0.3795 1.52 0.42 -0.05
C -0.8776 -1.9523 -1.4711 0.00 -0.40 -0.35
C 0.4559 -1.6613 -2.4378 -0.31 1.04 1.19
C 0.3170 -0.0584 -2.8710 -1.05 -3.03 -1.71
C 1.0477 0.4548 -4.2463 -2.13 2.49 -0.08
O 0.0858 1.5599 -4.5718 1.10 -0.44 0.02
B -1.2382 1.3227 -3.9286 0.81 -0.74 0.61
O -1.0869 -0.0371 -3.3727 2.36 -0.31 1.45
H -2.0382 2.7060 0.2525 -0.98 -0.34 1.90
H -3.7673 2.8050 1.0150 2.00 -0.37 0.47
H -2.2951 3.6585 1.8661 -0.74 -2.18 -1.17
H -2.4525 0.5545 0.1785 0.39 -0.83 2.38
H -1.0607 -0.0057 1.3512 -2.48 0.41 -0.04
H -2.8991 -1.2005 2.9393 -0.74 0.48 -2.12
H -4.2801 -0.6428 1.6426 2.22 -0.60 0.79
H -3.6933 -3.1414 1.4046 1.47 1.72 -1.11
H -3.3391 -2.1908 -0.1837 1.08 -0.18 2.01
H -0.8401 -2.3936 1.8689 -1.17 -1.12 -2.08
H -1.5622 -4.0921 1.4772 0.24 2.35 -0.86
H -0.7644 -4.2134 -0.9016 -0.05 2.25 1.27
H 0.5293 -3.1036 -0.0978 -2.39 -0.19 -0.55
H -1.0881 -0.9395 -0.9236 0.30 -1.99 -1.00
H -1.8351 -2.2337 -2.1236 2.19 0.89 1.36
H 0.5044 -2.3732 -3.3701 -0.12 1.39 1.78
H 1.3989 -1.7622 -1.7351 -1.89 -0.08 -1.62
H 0.5727 0.5509 -1.8972 -0.70 -0.59 -1.97
H 0.8910 -0.2367 -5.2027 1.05 0.65 2.41
H 2.0492 1.0553 -4.1625 -1.56 -1.88 -0.12
H -2.2164 1.4274 -4.5749 -0.70 -0.12 -1.30
H -1.4998 1.9641 -2.9517 0.26 1.42 0.96
C 4.5105 -3.9861 -4.8640 0.05 -0.03 -0.24
C 5.7664 -3.8638 -4.0023 0.24 -0.29 -0.03
C 5.6922 -2.5244 -3.2711 0.77 -0.11 0.02
S 3.9549 -2.1494 -3.0900 -0.69 0.45 0.23
O 3.6537 -0.9711 -3.8755 0.32 -0.57 0.59
O 3.5848 -2.2662 -1.6937 0.45 0.26 -0.47
C 3.3523 -3.5802 -3.9649 -0.20 -0.45 -0.34
H 4.3816 -5.0006 -5.2522 0.00 0.14 0.03
H 4.5804 -3.3023 -5.7183 -0.06 -0.09 0.10
H 5.7887 -4.6819 -3.2721 -0.02 0.11 -0.09
H 6.6782 -3.9355 -4.6034 -0.11 0.00 0.11
H 6.1569 -2.5790 -2.2834 -0.19 0.18 -0.12
H 6.1527 -1.7232 -3.8557 -0.20 -0.04 0.12
H 2.4471 -3.3257 -4.5188 0.07 0.14 0.24
H 3.1361 -4.3577 -3.2260 -0.01 0.17 -0.03
C -1.7091 3.7238 4.7322 0.08 -0.13 -0.24
C -0.4533 3.8461 5.5939 0.18 -0.27 -0.03
C -0.5274 5.1855 6.3251 0.75 -0.03 0.05
S -2.2647 5.5604 6.5061 -0.30 -0.09 0.16
O -2.5659 6.7388 5.7207 0.00 -0.16 0.47
O -2.6348 5.4437 7.9025 0.01 0.41 -0.37
C -2.8674 4.1297 5.6313 -0.18 -0.38 -0.29
H -1.8380 2.7093 4.3440 -0.01 0.19 -0.05
H -1.6392 4.4076 3.8778 -0.05 -0.10 0.13
H -0.4309 3.0280 6.3241 -0.01 0.11 -0.10
H 0.4586 3.7744 4.9928 -0.14 0.01 0.12
H -0.0627 5.1309 7.3128 -0.20 0.20 -0.11
H -0.0669 5.9867 5.7404 -0.19 -0.04 0.11
H -3.7725 4.3841 5.0773 0.08 0.10 0.18
H -3.0835 3.3522 6.3701 0.01 0.17 -0.04

[3]
65
Properties=species:S:1:pos:R:3:forces:R:3 method="wB97M-V/def2-TZVPD" homo_energy_ev=-9.6 energy_ha=-1631.425228 e_lumo_ev=-5.335 charge=+1
C 1.5834 2.9309 4.3355 0.00 -0.21 -0.50
C 0.1076 2.6318 4.1135 -0.02 0.53 1.29
O -0.1658 2.1903 2.8105 -0.76 -0.59 -1.05
C -1.5154 1.9075 2.6853 -1.14 -0.43 -0.22
C -1.9561 1.4404 1.4358 0.44 -0.85 -0.19
S -3.6897 1.0657 1.1898 2.34 2.01 -0.09
C -4.2554 2.7681 1.4268 -0.95 0.34 0.12
C -3.6803 1.1008 -0.6172 -0.18 -0.24 -0.22
O -2.3116 2.0677 3.6155 0.26 0.07 0.38
H 1.7570 3.5090 5.2464 -0.25 -0.05 -0.09
H 2.1668 2.0128 4.4191 -0.01 -0.07 -0.03
H 1.9932 3.4890 3.4914 -0.05 0.09 0.06
H -0.2515 1.8453 4.7876 0.16 0.32 0.26
H -0.5262 3.5126 4.2779 0.34 -0.08 0.32
H -1.2532 1.3195 0.6376 -0.21 -0.21 -0.62
H -4.2177 3.0014 2.4874 0.07 -0.27 0.06
H -3.6032 3.4632 0.9041 0.24 -0.35 -0.13
H -5.2698 2.8917 1.0634 -0.29 -0.12 0.00
H -3.1217 0.2559 -1.0077 0.10 -0.16 0.18
H -4.6987 1.0291 -0.9856 -0.20 -0.06 0.15
H -3.2415 2.0175 -0.9982 0.15 0.12 0.31
C -2.9966 -3.5498 -4.4640 0.08 -0.08 0.79
N -3.2408 -4.3538 -3.2626 -0.75 0.30 0.32
C -3.3357 -5.7872 -3.5424 0.32 0.54 0.51
C -2.7311 -3.9154 -1.9998 0.16 -0.25 -0.57
C -3.5627 -3.2961 -1.0513 0.03 -0.28 -0.78
C -3.0596 -2.8760 0.1506 0.53 0.08 0.43
C -1.6971 -3.0522 0.4776 -0.19 -0.19 -0.51
C -1.1908 -2.5984 1.7270 0.39 -0.02 0.10
C 0.1155 -2.7441 2.1492 -0.08 -0.05 -0.09
C 0.5701 -2.3104 3.3787 0.16 -0.09 -0.15
C 1.9040 -2.4375 3.8583 0.18 0.01 0.13
C 2.2260 -1.9718 5.1520 -0.44 -0.08 -0.41
C 3.4958 -2.0829 5.6471 0.78 -0.16 0.02
C 4.5178 -2.6635 4.8781 0.65 0.03 -0.11
N 5.8604 -2.7395 5.3644 -0.43 0.19 0.59
C 6.4451 -4.0296 5.7335 -0.62 0.37 -0.33
C 6.8522 -1.7669 4.9042 -0.74 -0.19 0.00
C 4.2045 -3.1239 3.5906 0.18 0.00 0.28
C 2.9383 -3.0147 3.0898 -0.42 0.08 0.00
C -0.8773 -3.6928 -0.4758 0.02 0.17 0.39
C -1.3788 -4.1075 -1.6771 -0.41 -0.07 -0.24
H -2.7486 -2.5282 -4.1824 -0.06 0.05 -0.04
H -2.1649 -3.9635 -5.0310 0.24 -0.01 -0.24
H -3.8816 -3.5389 -5.0972 -0.06 -0.01 -0.04
H -3.3595 -6.3421 -2.6068 -0.08 -0.06 -0.01
H -4.2432 -5.9990 -4.1042 -0.06 0.00 -0.04
H -2.4762 -6.1181 -4.1218 0.20 -0.26 -0.18
H -4.6060 -3.1710 -1.2880 -0.16 0.02 -0.06
H -3.7125 -2.4158 0.8713 -0.17 0.15 0.21
H -1.8799 -2.1019 2.3874 -0.27 0.19 0.24
H 0.8101 -3.2302 1.4911 0.18 -0.09 -0.13
H -0.1423 -1.8448 4.0382 -0.23 0.21 0.22
H 1.4534 -1.5225 5.7545 -0.16 0.09 0.11
H 3.7336 -1.7228 6.6326 0.08 0.06 0.18
H 5.6589 -4.7693 5.8689 0.00 -0.04 0.09
H 7.1205 -4.3789 4.9552 0.20 -0.21 -0.16
H 7.0028 -3.9290 6.6623 0.05 -0.03 0.08
H 6.3487 -0.9216 4.4397 0.05 0.10 0.05
H 7.4443 -1.4126 5.7453 0.09 0.06 0.04
H 7.5155 -2.2206 4.1705 0.22 -0.02 -0.22
H 4.9903 -3.5519 2.9949 0.18 -0.13 -0.16
H 2.7379 -3.3628 2.0920 -0.01 -0.08 -0.19
H 0.1636 -3.8637 -0.2693 0.22 -0.01 0.03
H -0.7390 -4.5886 -2.3976 0.12 -0.09 -0.12